No. 1
Here is a molecular structure, C25H47LaN8O3S2Se from the Open Molecules 2025 dataset. Energies are from ωB97M-V/def2-TZVPD.

The calculation puts the HOMO energy (spin up / spin down) at -3.63 / -3.64 eV. As for the net charge: 0. As for the HOMO-LUMO gap (spin up / spin down): 3.47 / 3.48 eV.

Last column: Mulliken charge in e.
CARTESIAN COORDINATES (ANGSTROEM)
La: -0.1650 1.2246 0.9379  1.474
C: -1.3974 -0.8307 4.7420  -0.775
S: -2.3797 0.2519 3.6864  0.607
C: -3.0150 1.4993 4.8072  -1.005
O: -1.3327 1.1497 2.9868  -0.499
H: -0.3435 -0.5335 4.7508  0.091
H: -1.5133 -1.8167 4.3094  0.285
H: -1.9306 -0.7188 5.7147  0.421
H: -2.6374 2.5305 4.7063  0.230
H: -2.8993 1.1205 5.8234  0.389
H: -4.0852 1.4447 4.5768  0.381
C: 1.1191 -1.4578 -6.8431  -1.205
C: 2.0651 -1.2745 -5.6165  -0.178
C: 1.3573 -1.7737 -4.3847  -0.848
C: 2.1088 -1.8198 -3.0688  -0.143
N: 2.6688 -0.5012 -2.7052  -0.164
C: 2.6247 -0.1221 -1.3830  -0.133
S: 1.8755 1.3886 -0.9830  -0.502
N: 3.1830 -0.9262 -0.4972  0.392
C: 4.5223 -1.5198 -0.7890  -0.580
C: 5.0543 -2.3347 0.3669  -0.914
C: 4.3157 -3.6909 0.6054  0.106
C: 5.1739 -4.7235 1.3136  -1.542
H: 1.6112 -1.3147 -7.8288  0.354
H: 0.2794 -0.7148 -6.8086  0.289
H: 0.7266 -2.4937 -6.8401  0.320
H: 2.3683 -0.2372 -5.5365  0.306
H: 2.9619 -1.8865 -5.7610  0.277
H: 0.9886 -2.8506 -4.5503  0.342
H: 0.4512 -1.1517 -4.2353  0.268
H: 2.9624 -2.5549 -3.1415  0.170
H: 1.4301 -2.2268 -2.3023  0.028
H: 2.2753 0.2196 -3.3028  0.356
H: 3.0293 -0.7620 0.5067  0.131
H: 5.2665 -0.7596 -1.0186  0.229
H: 4.3988 -2.1207 -1.6835  0.338
H: 5.1876 -1.7552 1.2709  0.419
H: 6.0623 -2.6742 0.0928  0.423
H: 4.0534 -4.0740 -0.3780  0.224
H: 3.3918 -3.4657 1.1561  0.154
H: 6.0544 -4.9808 0.8029  0.419
H: 4.6382 -5.6610 1.3975  0.397
H: 5.5023 -4.4645 2.3290  0.336
C: 3.0766 3.5825 1.4378  -0.544
O: 2.6098 2.8708 2.6114  -0.338
C: 1.8223 1.7716 2.5685  -0.081
C: 2.1165 1.0129 3.8564  -0.585
H: 3.8835 4.2573 1.8030  0.257
H: 2.2655 4.1522 0.9772  0.198
H: 3.4892 2.9031 0.6849  0.208
H: 3.1065 0.5627 3.7941  0.303
H: 1.3764 0.2315 4.0060  -0.199
H: 2.0627 1.6768 4.7178  0.303
C: -2.1765 -2.4211 -0.7231  -0.604
C: -1.0390 -2.2350 0.2225  0.367
C: -0.3598 -3.5011 0.6404  -1.244
O: -0.5574 -1.0626 0.5579  -0.372
H: -1.9045 -2.2514 -1.7751  0.092
H: -3.0350 -1.8404 -0.4085  0.053
H: -2.4598 -3.4984 -0.6378  0.395
H: -1.1422 -4.2574 0.8695  0.413
H: 0.2498 -3.4643 1.5588  0.259
H: 0.3352 -3.8808 -0.1597  0.126
Se: -4.9345 2.1027 -0.8221  -0.103
C: -6.0152 0.4895 -1.3628  0.148
C: -6.6934 0.3365 -2.6080  -0.214
C: -7.2003 -0.9331 -2.9426  -0.332
N: -7.1110 -2.0305 -2.1135  -0.630
C: -6.7146 -1.7850 -0.8717  -0.258
C: -6.1526 -0.5740 -0.4488  -0.314
H: -6.8904 1.2544 -3.2369  0.268
H: -7.6381 -1.0852 -3.8869  0.403
H: -6.9260 -2.5829 -0.1462  0.348
H: -5.7358 -0.5630 0.5532  0.359
N: -2.3041 7.1404 1.4300  -0.349
C: -1.1458 6.8432 2.0215  0.569
N: -0.5271 7.7963 2.7842  -0.418
N: -0.4886 5.7062 1.8934  -0.498
C: -0.8924 4.6299 1.3805  0.545
N: -1.0601 3.5682 0.9398  -0.593
H: -2.7589 8.0090 1.5909  0.193
H: -2.7620 6.4294 0.8251  0.223
H: -0.8640 8.7520 2.7677  0.202
H: 0.4429 7.5979 3.0488  0.258
N: -2.1908 1.4708 -1.3738  -0.453
C: -3.3739 1.3547 -1.0870  -0.073
H: -1.7923 0.8266 -2.1628  0.047

No. 2
Here is a molecular structure, C25H48As3BN2O7SSn from the Open Molecules 2025 dataset. Energies are from ωB97M-V/def2-TZVPD.

The calculation puts the HOMO energy at -7.91 eV. As for the net charge: 0. As for the HOMO-LUMO gap: 8.33 eV.

Last column: Mulliken charge in e.
CARTESIAN COORDINATES (ANGSTROEM)
Sn: -0.2274 1.0192 -1.3872  0.278
C: 5.3462 0.0516 -0.6999  -1.320
As: 3.3850 0.1408 -0.7678  0.495
C: 3.2173 1.7269 0.3720  -0.892
C: 2.9677 -1.1459 0.6759  -0.560
C: 2.8136 -2.6351 0.3046  2.956
C: 3.9009 -3.0594 -0.6835  -1.848
C: 1.4152 -2.9390 -0.2472  -1.306
As: 0.5705 -1.8509 -1.6450  1.342
C: 1.5582 -2.2542 -3.2750  -1.310
C: -0.9408 -3.0469 -1.9325  -1.428
C: 2.9874 -3.4058 1.6345  -1.945
As: 2.6373 -5.3314 1.9745  0.304
C: 2.9687 -6.2588 0.2741  -1.092
C: 0.6722 -5.3863 1.9095  -0.953
H: 5.6943 0.0070 0.3329  0.354
H: 5.7456 0.9497 -1.1712  0.458
H: 5.7151 -0.8151 -1.2446  0.379
H: 3.7780 1.5973 1.2986  0.408
H: 2.1690 1.9059 0.6071  -0.115
H: 3.6020 2.5940 -0.1646  0.435
H: 2.0422 -0.8048 1.1510  -0.848
H: 3.7691 -1.0373 1.4134  0.815
H: 3.8347 -2.4937 -1.6150  0.348
H: 3.8200 -4.1161 -0.9342  0.264
H: 4.8914 -2.8885 -0.2558  0.434
H: 0.6974 -2.8548 0.5720  0.147
H: 1.3799 -3.9664 -0.6154  0.101
H: 1.8334 -3.3085 -3.3058  0.391
H: 2.4481 -1.6333 -3.3461  0.269
H: 0.8994 -2.0233 -4.1122  0.476
H: -0.5838 -4.0259 -2.2544  0.471
H: -1.5977 -2.6227 -2.6902  0.431
H: -1.4968 -3.1505 -1.0016  0.321
H: 2.3598 -2.9235 2.3932  0.314
H: 4.0180 -3.2636 1.9728  0.577
H: 4.0297 -6.2272 0.0307  0.324
H: 2.3915 -5.8636 -0.5602  0.245
H: 2.6902 -7.3017 0.4276  0.393
H: 0.2716 -4.6558 2.6136  0.203
H: 0.3534 -6.3755 2.2373  0.443
H: 0.2651 -5.1928 0.9191  0.204
N: -0.2548 -1.1861 2.3575  -0.220
C: -0.0282 -0.3554 3.5310  -0.829
C: 0.2689 1.0893 3.2117  0.504
O: 0.8108 1.8442 3.9649  -0.589
O: -0.1668 1.4690 1.9826  0.038
H: -1.0253 -0.8274 1.7999  -0.057
H: -0.5143 -2.1192 2.6549  0.232
H: 0.8171 -0.7341 4.1050  0.383
H: -0.8828 -0.3063 4.2215  0.416
C: -2.2512 5.7034 2.6806  -1.892
C: -2.0884 4.4819 1.7997  1.607
C: -3.4444 3.9664 1.3403  -1.535
O: -1.4871 3.4161 2.5928  -0.613
B: -0.6759 2.7421 1.7405  1.006
O: -0.4444 3.3440 0.5394  0.062
C: -1.0667 4.6599 0.6211  1.439
C: 0.0513 5.6414 0.9375  -2.188
C: -1.6956 4.9713 -0.7214  -1.484
H: -2.9708 5.4841 3.4690  0.464
H: -2.6304 6.5442 2.0967  0.347
H: -1.3108 5.9912 3.1454  0.364
H: -4.0376 3.7161 2.2198  0.524
H: -3.3385 3.0645 0.7350  -0.031
H: -3.9797 4.7242 0.7670  0.331
H: 0.5225 5.4038 1.8923  0.364
H: -0.3190 6.6661 0.9732  0.371
H: 0.8075 5.5730 0.1556  0.484
H: -2.3734 4.1813 -1.0393  0.062
H: -0.9149 5.0687 -1.4762  0.488
H: -2.2452 5.9134 -0.6750  0.364
S: -2.3032 0.4225 -0.0779  -0.376
C: -3.5818 0.1663 -1.2871  0.257
C: -3.9930 -1.1226 -1.6168  -0.588
C: -5.0095 -1.3212 -2.5382  -0.723
C: -5.6282 -0.2354 -3.1418  -0.490
C: -5.2346 1.0510 -2.8044  -0.629
C: -4.2241 1.2532 -1.8759  0.107
H: -3.5138 -1.9678 -1.1422  0.473
H: -5.3167 -2.3292 -2.7872  0.396
H: -6.4141 -0.3912 -3.8691  0.381
H: -5.7113 1.9051 -3.2680  0.394
H: -3.9157 2.2569 -1.6158  0.121
O: -1.5900 2.2809 -2.9794  -0.576
N: -1.6739 1.2765 -3.7353  1.135
O: -2.2314 1.2804 -4.7939  -0.632
O: -1.0830 0.2098 -3.2949  -0.623

No. 3
Here is a molecular structure, C25H48AsCsN6O4S3Si3 from the Open Molecules 2025 dataset. Energies are from ωB97M-V/def2-TZVPD.

The calculation puts the HOMO energy at -6.89 eV. As for the net charge: 0. As for the HOMO-LUMO gap: 6.03 eV.

Last column: Mulliken charge in e.
CARTESIAN COORDINATES (ANGSTROEM)
Cs: 0.3990 0.2803 0.3525  1.353
C: -1.1683 0.1006 6.0341  -0.786
S: 0.1747 -0.8746 5.3311  -0.079
C: -0.3243 -1.0537 3.6486  0.125
S: 0.7759 -1.9511 2.6848  -0.454
N: -1.4797 -0.5398 3.3388  -0.834
N: -1.7834 -0.5652 2.0005  0.312
C: -2.9648 -0.9189 1.6992  -0.953
C: -3.4230 -0.9068 0.2986  0.913
C: -4.6892 -1.4070 -0.0008  -0.709
C: -5.1240 -1.4176 -1.3136  -0.290
C: -4.2833 -0.9245 -2.2979  -0.966
C: -3.0427 -0.4422 -1.9085  -0.284
N: -2.6093 -0.4259 -0.6533  0.020
H: -0.9096 0.2634 7.0801  0.326
H: -2.1116 -0.4358 5.9655  0.253
H: -1.2643 1.0570 5.5257  0.231
H: -3.6636 -1.2603 2.4640  0.282
H: -5.3143 -1.7858 0.7970  0.343
H: -6.1027 -1.8055 -1.5648  0.426
H: -4.5730 -0.9113 -3.3394  0.409
H: -2.3572 -0.0507 -2.6555  0.566
C: 3.5693 2.4794 -7.6626  -1.325
C: 3.7397 3.3225 -6.4062  -0.119
S: 2.1726 4.0105 -5.9250  0.930
O: 1.2950 2.9162 -5.5684  -0.601
O: 1.7335 4.9530 -6.9206  -0.687
C: 2.5501 4.9034 -4.4303  -0.178
C: 1.2545 5.3465 -3.7349  -1.466
N: 1.0941 4.7306 -2.4200  0.368
C: 0.1830 3.7802 -2.0902  0.889
N: 0.3009 3.4013 -0.8264  -0.487
C: 1.3285 4.1201 -0.3065  -0.523
C: 1.8361 4.9390 -1.2717  0.018
N: 2.9192 5.8565 -1.1612  1.042
O: 3.2347 6.4954 -2.1569  -0.615
O: 3.4570 5.9468 -0.0781  -0.624
C: -0.8322 3.2357 -3.0301  -1.350
H: 4.5311 2.0568 -7.9489  0.392
H: 3.1966 3.0849 -8.4872  0.409
H: 2.8713 1.6619 -7.4862  0.267
H: 4.4159 4.1641 -6.5617  0.476
H: 4.0864 2.7272 -5.5589  0.082
H: 3.1808 5.7490 -4.6946  0.635
H: 3.1133 4.2230 -3.7935  0.171
H: 0.3818 5.0576 -4.3177  0.769
H: 1.2432 6.4254 -3.6242  0.083
H: 1.6590 4.0304 0.7147  0.483
H: -1.5273 4.0121 -3.3559  0.413
H: -1.3994 2.4734 -2.5000  0.213
H: -0.3654 2.8020 -3.9151  0.302
C: 2.0576 -5.1167 -2.3334  -1.069
Si: 3.2757 -3.7122 -2.1202  0.118
C: 3.9708 -3.7371 -0.3871  -1.013
C: 4.6564 -3.8838 -3.3783  -0.955
As: 2.0726 -1.6998 -2.3259  0.003
Si: 3.7176 -0.1458 -2.9289  0.230
C: 2.9909 1.5864 -2.7948  0.328
C: 4.3949 -0.2935 -4.6747  -0.786
C: 5.1164 -0.3047 -1.6926  -1.108
Si: 0.8086 -1.9662 -4.2849  0.318
C: -0.7143 -2.9508 -3.8197  -0.949
C: 1.7107 -2.8341 -5.6805  -0.979
C: 0.2804 -0.2524 -4.8283  -0.187
H: 2.5474 -6.0649 -2.0966  0.395
H: 1.6817 -5.1830 -3.3560  0.250
H: 1.2060 -5.0023 -1.6601  0.315
H: 4.4952 -4.6779 -0.2006  0.337
H: 3.1723 -3.6410 0.3516  0.268
H: 4.6766 -2.9217 -0.2208  0.283
H: 5.1495 -4.8525 -3.2595  0.432
H: 5.4156 -3.1097 -3.2496  0.243
H: 4.2777 -3.8210 -4.3998  0.259
H: 2.4527 1.8437 -3.7107  -0.625
H: 3.8108 2.2999 -2.6550  0.471
H: 2.2886 1.7186 -1.9693  -0.236
H: 3.6133 -0.0981 -5.4134  0.012
H: 4.8101 -1.2822 -4.8745  0.358
H: 5.1932 0.4407 -4.8254  0.432
H: 4.7483 -0.2299 -0.6671  0.300
H: 5.8522 0.4893 -1.8457  0.409
H: 5.6342 -1.2606 -1.7896  0.243
H: -0.4608 -3.9630 -3.5019  0.302
H: -1.3916 -3.0261 -4.6750  0.357
H: -1.2535 -2.4724 -2.9994  0.158
H: 1.9737 -3.8567 -5.4026  0.234
H: 2.6291 -2.3129 -5.9540  0.283
H: 1.0723 -2.8851 -6.5668  0.426
H: -0.1975 0.2804 -4.0019  -0.278
H: -0.4420 -0.3165 -5.6468  0.547
H: 1.1135 0.3622 -5.1737  -0.293

So what do the calculations give for energy? Going down the list: -132619.015; -243877.363; -161360.700 eV.
So what do the calculations give for relative energy (zero: lowest compared OMol25 entry of this formula, charge and spin)? Going down the list: 434.1; 31.9; 6.9 kJ/mol.